one.
The molecule C4H6N2O2. Source: the OMol25 dataset; level of theory: wB97M-V/def2-TZVPD.

HOMO level (eV): -8.52
Kohn-Sham gap (eV): 9.256
SMILES string: C=CNC1=NOCO1

The geometry in XYZ format:
```
14
C4H6N2O2 wB97M-V/def2-TZVPD
O -2.19 1.18 -0.06
O -1.46 -1.00 -0.16
N 0.71 -0.78 -0.04
N -0.78 1.13 0.09
C -2.62 -0.17 0.00
C 2.51 0.89 -0.11
C -0.45 -0.08 -0.01
C 2.02 -0.33 0.07
H -2.96 -0.42 1.07
H 2.68 -1.16 0.26
H 3.58 1.03 0.01
H 1.90 1.74 -0.37
H -3.43 -0.27 -0.65
H 0.49 -1.76 -0.09
```

---

two.
A cluster of 2 separate species, C4H6N2O2 in total. Source: the OMol25 dataset; level of theory: wB97M-V/def2-TZVPD.

HOMO level (eV): -10.16
Kohn-Sham gap (eV): 10.489
SMILES string: CC(=O)N=C=N.C=O

The geometry in XYZ format:
```
14
C4H6N2O2 wB97M-V/def2-TZVPD
O 2.35 -1.41 0.46
O -2.90 -0.93 -0.91
N -1.24 1.39 0.23
N 0.29 -0.50 0.24
C -0.55 0.40 0.23
C 1.69 -0.46 0.14
C -2.49 -1.38 0.12
C 2.25 0.86 -0.33
H -2.15 1.55 -0.14
H 1.98 1.65 0.37
H 1.84 1.12 -1.30
H 3.33 0.79 -0.39
H -1.49 -1.98 0.16
H -2.91 -1.09 1.11
```

---

three.
The molecule C4H6N2O2. Source: the OMol25 dataset; level of theory: wB97M-V/def2-TZVPD.

HOMO level (eV): -10.02
Kohn-Sham gap (eV): 10.644
SMILES string: O=CNC(=O)N1CC1

The geometry in XYZ format:
```
14
C4H6N2O2 wB97M-V/def2-TZVPD
O -2.22 0.12 -0.08
O 1.77 -2.34 -0.07
N -0.14 -1.33 0.30
N -0.17 0.94 -0.31
C -0.95 -0.04 -0.04
C 1.03 -1.40 -0.38
C 0.77 1.51 0.50
C -0.27 2.43 -0.01
H -0.14 3.19 -0.78
H 1.01 1.14 1.67
H -0.42 -2.11 0.81
H -1.35 2.61 0.37
H 1.88 1.45 0.25
H 1.27 -0.82 -1.53
```

---

Q: What are the energies relative to the best structure? A: one 23.6; two 0.0; three 46.0, in kcal/mol.

---

one.
The molecule C4H6N2O2. Source: the OMol25 dataset; level of theory: wB97M-V/def2-TZVPD.

HOMO level (eV): -8.92
Kohn-Sham gap (eV): 9.544
SMILES string: [H]/N=C1/NOC[C@H]1C=O

The geometry in XYZ format:
```
14
C4H6N2O2 wB97M-V/def2-TZVPD
O 1.65 -0.44 -0.58
O -0.18 2.40 -0.01
N 0.67 -1.28 -1.05
N -1.56 -0.76 -1.40
C -0.20 0.04 0.55
C -0.65 1.48 0.56
C 1.30 -0.09 0.70
C -0.55 -0.69 -0.68
H 1.83 0.76 1.08
H -1.63 1.54 1.16
H 0.89 -1.48 -2.03
H -2.29 -0.18 -1.12
H -0.82 -0.44 1.38
H 1.57 -0.87 1.42
```

---

two.
The molecule C4H6N2O2. Source: the OMol25 dataset; level of theory: wB97M-V/def2-TZVPD.

HOMO level (eV): -9.30
Kohn-Sham gap (eV): 10.157
SMILES string: O=C(O)/C=N\N1CC1

The geometry in XYZ format:
```
14
C4H6N2O2 wB97M-V/def2-TZVPD
O -1.27 -0.81 1.50
O 0.83 -0.60 2.29
N 0.16 -0.14 -1.04
N 0.13 1.11 -0.43
C -0.53 -0.08 -2.35
C -0.08 -0.20 1.61
C 0.96 -0.05 -2.27
C -0.05 1.05 0.83
H -0.98 0.88 -2.59
H 1.47 -0.96 -2.54
H -0.05 1.99 1.40
H -1.13 -1.66 1.92
H 1.47 0.88 -2.48
H -1.07 -1.00 -2.59
```

---

three.
A structure of composition C4H6N2O2. Source: the OMol25 dataset; level of theory: wB97M-V/def2-TZVPD.

HOMO level (eV): -8.09
Kohn-Sham gap (eV): 7.833

The geometry in XYZ format:
```
14
C4H6N2O2 wB97M-V/def2-TZVPD
O -0.04 -0.66 -2.14
O 0.24 0.10 1.30
N -1.18 -0.71 -0.09
N -1.91 -0.82 1.99
C 0.62 0.41 -0.15
C 1.74 1.27 -0.23
C -1.02 -0.39 1.13
C -0.18 -0.31 -0.84
H 1.48 2.08 0.37
H 1.67 1.50 -1.45
H 2.85 0.85 -0.07
H -1.43 -1.78 -0.13
H -1.68 -0.48 2.87
H -1.17 -1.07 -2.58
```

---

four.
A structure of composition C4H6N2O2. Source: the OMol25 dataset; level of theory: wB97M-V/def2-TZVPD.

HOMO level (eV): -7.66
Kohn-Sham gap (eV): 7.784

The geometry in XYZ format:
```
14
C4H6N2O2 wB97M-V/def2-TZVPD
O -0.09 1.90 -0.35
O -1.13 -1.07 -0.51
N 1.04 -1.16 -0.40
N 1.94 0.71 -0.15
C -2.13 -0.02 0.12
C 0.08 -0.43 -0.35
C 2.28 -0.53 -0.04
C 0.53 0.78 -0.48
H 0.85 -2.25 0.47
H 0.44 2.83 0.37
H -3.04 -0.67 0.49
H -1.51 0.50 1.20
H -2.47 0.55 -0.85
H 3.20 -1.14 0.49
```

---

Q: What are the energies relative to the best structure? A: one 18.1; two 0.0; three 45.8; four 135.8, in kcal/mol.

---

one.
The molecule C4H6N2O2. Source: the OMol25 dataset; level of theory: wB97M-V/def2-TZVPD.

HOMO level (eV): -9.29
Kohn-Sham gap (eV): 10.028
SMILES string: [H]/N=C1\NOC[C@@H]2O[C@@H]12

The geometry in XYZ format:
```
14
C4H6N2O2 wB97M-V/def2-TZVPD
O -0.46 -1.95 0.56
O -0.67 1.33 -0.90
N 0.71 1.05 -0.45
N 2.04 0.23 1.34
C -0.59 -0.92 -0.52
C -1.50 0.03 -1.32
C -0.33 -0.50 0.96
C 0.88 0.35 0.73
H 0.51 -0.71 -1.21
H -2.37 0.46 -0.62
H -1.65 -0.26 -2.34
H 2.62 0.80 0.68
H 1.10 2.13 -0.62
H -1.27 -0.21 1.46
```

---

two.
A cluster of 3 separate species, C4H6N2O2 in total. Source: the OMol25 dataset; level of theory: wB97M-V/def2-TZVPD.

HOMO level (eV): -10.36
Kohn-Sham gap (eV): 11.012
SMILES string: C1CC1.O=C=O.N#N

The geometry in XYZ format:
```
14
C4H6N2O2 wB97M-V/def2-TZVPD
O 0.34 2.10 2.38
O 1.50 0.33 3.23
N 2.03 2.49 -1.32
N 1.58 1.92 -2.15
C 0.86 1.19 2.82
C -0.25 -0.47 0.07
C -1.23 -1.54 -0.24
C -0.62 -0.69 -1.35
H -1.40 -0.06 -1.94
H -0.79 -2.56 -0.13
H -2.28 -1.53 0.04
H 0.23 -1.07 -2.02
H 0.74 -0.59 0.25
H -0.72 0.47 0.37
```

---

Q: What are the energies relative to the best structure? A: one 190.8; two 0.0, in kcal/mol.

---

one.
A structure of composition C5H6O2. Source: the OMol25 dataset; level of theory: wB97M-V/def2-TZVPD.

HOMO level (spin up / spin down) (eV): -7.51 / -7.57
Kohn-Sham gap (spin up / spin down) (eV): 7.891 / 8.260

The geometry in XYZ format:
```
13
C5H6O2 wB97M-V/def2-TZVPD
O -0.22 1.44 1.05
O 0.14 -1.55 0.40
C -1.42 1.11 0.72
C 1.04 -0.39 0.07
C 0.90 0.78 0.92
C 0.41 -0.43 -1.33
C -0.30 -1.48 -0.91
H -1.06 -2.16 -1.27
H -1.64 0.11 0.37
H 1.75 1.33 1.30
H -2.18 1.85 0.95
H 0.53 0.15 -2.22
H 2.07 -0.75 0.10
```

---

two.
The molecule C5H6O2. Source: the OMol25 dataset; level of theory: wB97M-V/def2-TZVPD.

HOMO level (eV): -9.81
Kohn-Sham gap (eV): 10.111
SMILES string: C=C1COCC1=O

The geometry in XYZ format:
```
13
C5H6O2 wB97M-V/def2-TZVPD
O 0.37 0.74 -1.49
O -1.32 -1.85 0.16
C -0.73 -0.85 -0.15
C -0.72 -0.17 -1.52
C 1.12 0.50 -0.30
C 0.04 0.30 1.97
C 0.17 0.01 0.69
H 1.70 1.42 -0.12
H -1.67 0.37 -1.63
H -0.84 -0.05 2.48
H -0.60 -0.86 -2.36
H 0.75 0.95 2.47
H 1.71 -0.50 -0.19
```

---

three.
The molecule C5H6O2. Source: the OMol25 dataset; level of theory: wB97M-V/def2-TZVPD.

HOMO level (spin up / spin down) (eV): -9.13 / -9.10
Kohn-Sham gap (spin up / spin down) (eV): 6.776 / 6.733

The geometry in XYZ format:
```
13
C5H6O2 wB97M-V/def2-TZVPD
O 0.89 -1.92 -0.31
O -1.42 2.19 -0.04
C -1.35 1.04 -0.42
C 1.14 0.04 1.68
C -0.16 -1.22 -0.59
C -0.14 0.21 -0.28
C 1.07 0.71 0.35
H -1.09 -1.49 0.03
H 0.59 -0.91 1.68
H -0.65 -1.35 -1.59
H 1.91 0.07 -0.03
H -2.20 0.54 -0.92
H 1.32 1.77 0.36
```

---

four.
The molecule C5H6O2. Source: the OMol25 dataset; level of theory: wB97M-V/def2-TZVPD.

HOMO level (eV): -9.95
Kohn-Sham gap (eV): 10.200
SMILES string: C=C=C(C=O)CO

The geometry in XYZ format:
```
13
C5H6O2 wB97M-V/def2-TZVPD
O 1.84 -1.48 0.72
O 0.05 -2.12 -1.30
C -0.33 1.19 0.14
C 1.40 -0.35 0.57
C -0.74 -1.19 -0.60
C 0.08 -0.05 -0.01
C -0.66 2.43 0.39
H -1.14 2.70 1.32
H 0.73 -2.42 -0.67
H 1.99 0.54 0.88
H -1.30 -1.68 0.22
H -0.46 3.22 -0.33
H -1.47 -0.80 -1.31
```

---

Q: What are the energies relative to the best structure? A: one 79.2; two 0.0; three 136.2; four 2.0, in kcal/mol.

---

one.
The molecule C5H6O2. Source: the OMol25 dataset; level of theory: wB97M-V/def2-TZVPD.

HOMO level (eV): -9.77
Kohn-Sham gap (eV): 10.566
SMILES string: O=C1CC2(CO2)C1

The geometry in XYZ format:
```
13
C5H6O2 wB97M-V/def2-TZVPD
O -1.42 -0.78 0.70
O 0.42 1.51 -2.41
C 0.32 0.89 -1.38
C -0.30 -0.99 1.56
C 0.45 -0.60 -1.03
C -0.18 -0.23 0.32
C -0.05 1.27 0.06
H -0.96 1.86 0.19
H -0.34 -0.48 2.52
H 0.78 1.76 0.58
H -0.11 -1.31 -1.65
H 0.06 -2.02 1.59
H 1.50 -0.91 -0.96
```

---

two.
The molecule C5H6O2. Source: the OMol25 dataset; level of theory: wB97M-V/def2-TZVPD.

HOMO level (eV): -9.55
Kohn-Sham gap (eV): 10.273
SMILES string: O=C1CO[C@H]2C[C@@H]12

The geometry in XYZ format:
```
13
C5H6O2 wB97M-V/def2-TZVPD
O -1.84 -1.60 0.04
O 0.97 0.18 -1.12
C -0.22 -0.03 0.94
C 0.07 -0.87 -1.21
C 0.89 0.66 0.21
C -0.29 1.45 0.68
C -0.85 -0.92 -0.03
H -0.43 -0.87 -2.18
H 0.27 -0.83 1.66
H -1.02 1.75 -0.07
H 1.88 0.83 0.61
H 0.72 -1.86 -1.04
H -0.16 2.12 1.51
```

---

Q: What are the energies relative to the best structure? A: one 0.0; two 14.1, in kcal/mol.

---

one.
The molecule C6H13N. Source: the OMol25 dataset; level of theory: wB97M-V/def2-TZVPD.

HOMO level (eV): -8.68
Kohn-Sham gap (eV): 9.738
SMILES string: C=C(C)CCCN

The geometry in XYZ format:
```
20
C6H13N wB97M-V/def2-TZVPD
N 0.44 2.07 -1.01
C 0.03 -1.59 1.58
C 1.32 0.96 -0.67
C -0.98 -0.82 0.77
C -0.72 -0.57 -0.71
C -1.91 -0.08 1.36
C 0.72 -0.37 -1.17
H -1.88 0.20 2.40
H 1.32 -1.12 -0.63
H 0.68 2.96 -0.58
H 0.12 -2.57 1.10
H 1.57 1.06 0.38
H -0.18 -1.55 2.64
H -1.15 0.41 -0.91
H -1.41 -1.18 -1.30
H -2.65 0.40 0.74
H 0.81 -0.41 -2.25
H 1.01 -1.14 1.43
H 0.57 2.29 -1.99
H 2.28 1.04 -1.19
```

---

two.
A structure of composition C6H13N. Source: the OMol25 dataset; level of theory: wB97M-V/def2-TZVPD.

HOMO level (eV): -8.10
Kohn-Sham gap (eV): 8.734

The geometry in XYZ format:
```
20
C6H13N wB97M-V/def2-TZVPD
N -0.23 2.09 1.65
C -0.03 -0.70 0.92
C 0.45 -1.00 -2.28
C 0.96 0.13 -1.34
C 0.04 1.61 0.32
C -1.45 -1.19 1.39
C -0.02 0.31 -0.18
H 1.97 -0.10 -1.00
H 1.09 1.09 -1.84
H 0.29 -1.91 -1.71
H 1.29 -1.24 -2.93
H -1.40 -1.63 2.38
H -2.07 -0.30 1.58
H -0.51 -0.73 -2.70
H 0.83 1.74 1.31
H -0.05 3.09 1.69
H 0.33 -0.28 1.86
H -0.03 2.38 -0.45
H -1.94 -1.71 0.56
H 0.49 -1.65 0.77
```

---

Q: What are the energies relative to the best structure? A: one 0.0; two 58.2, in kcal/mol.